# 1
Molecular formula: C38H100N10O15
Method: DFT, wB97M-V/def2-TZVPD

Structure (ORCA input):
```
! wB97M-V def2-TZVPD RIJCOSX def2/J DEFGRID3
* xyz 0 1
C -0.11 2.43 0.33
O -0.39 1.26 -0.35
C -1.59 0.57 0.08
C -1.82 -0.53 -1.00
N -0.69 -1.43 -1.22
C -0.30 -2.14 -0.02
C 1.15 -2.67 -0.15
O 2.12 -1.64 -0.35
C 2.50 -0.75 0.65
H 0.10 2.21 1.37
H -0.99 3.07 0.34
H 0.74 3.02 -0.02
H -2.49 1.18 0.02
H -1.47 0.17 1.08
H -2.07 0.12 -1.83
H -2.74 -1.06 -0.76
H 0.13 -0.83 -1.26
H -0.97 -3.00 0.05
H -0.33 -1.54 0.89
H 1.35 -3.41 -0.93
H 1.46 -3.06 0.82
H 1.66 -0.42 1.26
H 3.08 0.11 0.29
H 3.21 -1.25 1.31
C 5.20 -0.78 2.66
O 4.80 0.52 3.01
C 3.53 0.76 2.51
C 3.12 2.19 2.79
N 3.49 3.09 1.68
C 3.02 4.47 1.69
C 1.57 4.50 1.24
O 1.16 5.86 1.31
C -0.27 5.96 1.29
H 4.70 -1.57 3.21
H 6.25 -0.94 2.92
H 5.17 -1.00 1.60
H 2.82 0.12 3.04
H 3.47 0.61 1.43
H 3.45 2.48 3.79
H 2.04 2.21 2.98
H 4.44 2.90 1.38
H 3.54 5.06 0.94
H 3.13 5.03 2.62
H 0.99 3.87 1.92
H 1.46 4.24 0.19
H -0.85 5.52 0.48
H -0.38 7.03 1.09
H -0.79 5.63 2.19
C -3.34 1.85 2.61
O -2.77 3.13 2.46
C -3.47 4.11 1.69
C -3.58 3.65 0.23
N -2.19 3.75 -0.38
C -2.18 3.11 -1.69
C -0.92 3.26 -2.48
O -0.89 4.45 -3.19
C 0.39 4.89 -3.77
H -3.23 1.31 1.67
H -4.41 1.98 2.80
H -2.96 1.34 3.50
H -2.90 5.03 1.77
H -4.44 4.26 2.16
H -4.25 4.28 -0.35
H -3.90 2.61 0.13
H -1.54 3.37 0.29
H -2.99 3.60 -2.23
H -2.46 2.06 -1.59
H -0.81 2.45 -3.19
H -0.13 3.10 -1.75
H 1.07 4.77 -2.93
H 0.47 5.95 -4.01
H 0.68 4.13 -4.49
C -0.20 0.60 -3.06
O 1.04 0.73 -2.39
C 2.19 0.67 -3.25
C 3.34 0.49 -2.29
N 3.52 -0.93 -1.85
C 4.62 -1.12 -0.91
C 4.57 -2.52 -0.34
O 5.17 -2.49 0.95
C 4.52 -3.43 1.73
H -0.09 0.97 -4.08
H -0.90 1.28 -2.58
H -0.56 -0.43 -3.12
H 2.23 1.59 -3.84
H 2.13 -0.22 -3.88
H 3.32 1.23 -1.48
H 4.19 0.89 -2.83
H 2.72 -1.09 -1.25
H 4.66 -0.38 -0.11
H 5.59 -1.08 -1.39
H 4.99 -3.36 -0.91
H 3.53 -2.85 -0.33
H 3.54 -3.04 2.02
H 5.07 -3.58 2.66
H 4.54 -4.37 1.18
C 0.13 0.07 3.13
O 0.27 -1.40 3.20
C -0.56 -1.88 4.20
C -0.70 -3.42 3.94
N -1.88 -3.87 3.16
C -1.70 -3.42 1.81
C -2.75 -4.01 0.82
O -2.25 -5.34 0.55
C -3.23 -6.04 -0.21
H 0.71 0.28 2.23
H 0.58 0.51 4.02
H -0.90 0.42 3.03
H -1.55 -1.43 4.10
H -0.28 -1.70 5.24
H -0.82 -3.95 4.88
H 0.26 -3.75 3.52
H -2.64 -3.24 3.39
H -0.75 -3.83 1.47
H -1.69 -2.33 1.77
H -2.95 -3.46 -0.10
H -3.70 -4.20 1.32
H -4.09 -6.27 0.42
H -2.80 -6.97 -0.58
H -3.58 -5.58 -1.13
C -3.94 -1.82 0.46
O -4.46 -0.58 0.67
C -5.51 -0.03 -0.16
C -5.29 -0.19 -1.64
N -4.39 0.87 -2.14
C -4.47 1.02 -3.56
C -3.81 -0.23 -4.17
O -2.42 -0.15 -3.76
C -1.97 -1.47 -3.55
H -3.42 -1.79 -0.50
H -4.85 -2.41 0.48
H -3.21 -2.14 1.21
H -5.56 0.99 0.23
H -6.48 -0.43 0.14
H -6.24 -0.06 -2.16
H -4.99 -1.22 -1.83
H -3.42 0.66 -1.93
H -3.92 1.87 -3.96
H -5.51 1.04 -3.90
H -3.87 -0.08 -5.24
H -4.26 -1.16 -3.81
H -1.95 -2.13 -4.42
H -2.31 -2.00 -2.67
H -0.91 -1.35 -3.31
C 2.89 -5.82 0.56
O 3.91 -5.75 -0.08
N 1.75 -5.22 0.16
N 2.71 -6.49 1.67
H 1.86 -4.43 -0.45
H 0.84 -5.53 0.48
H 3.55 -6.94 2.00
H 1.81 -6.85 1.96
C 3.22 3.07 -1.51
O 3.00 2.80 -2.63
N 4.00 4.02 -1.01
N 2.81 2.34 -0.53
H 4.59 4.48 -1.68
H 3.93 4.19 -0.02
H 2.98 2.50 0.46
H 2.10 1.68 -0.81
O -0.82 -3.02 -2.64
H -0.60 -2.33 -2.01
H 0.02 -3.23 -3.06
*
```

Output
**ΔE to the lowest compared entry with this formula, charge and spin**: 2307.5 kJ/mol
**Frontier orbital gap**: 0.27993 hartree
**Total energy**: -86609.3204 eV

Here are the Löwdin charges for atoms 1 to 6, given in e: -0.111, -0.130, -0.119, -0.142, -0.021, -0.116


# 2
Molecular formula: C38H100N6O16
Method: DFT, wB97M-V/def2-TZVPD

Structure (ORCA input):
```
! wB97M-V def2-TZVPD RIJCOSX def2/J DEFGRID3
* xyz 0 1
C -1.19 5.21 -0.66
O -2.40 5.89 -0.56
C -2.23 7.29 -0.37
C -3.62 7.86 -0.15
N -4.31 7.29 0.96
C -3.74 7.60 2.29
C -4.83 7.40 3.32
O -5.23 6.06 3.28
C -6.21 5.77 4.22
H -0.76 5.31 -1.67
H -1.41 4.17 -0.46
H -0.44 5.56 0.06
H -1.78 7.62 -1.32
H -1.59 7.56 0.49
H -4.18 7.70 -1.07
H -3.55 8.94 0.02
H -4.28 6.28 0.90
H -3.39 8.63 2.31
H -2.87 7.00 2.59
H -5.69 8.05 3.13
H -4.42 7.70 4.30
H -7.01 6.50 4.18
H -5.75 5.76 5.22
H -6.53 4.76 3.99
C -14.08 3.86 3.02
O -15.08 3.37 3.90
C -14.52 2.58 4.92
C -14.93 3.13 6.29
N -16.36 3.13 6.42
C -16.91 3.14 7.76
C -18.38 2.89 7.74
O -18.61 1.54 7.43
C -19.97 1.27 7.24
H -13.64 3.07 2.40
H -13.29 4.36 3.58
H -14.62 4.52 2.34
H -13.43 2.66 4.93
H -14.88 1.56 4.80
H -14.54 4.16 6.32
H -14.39 2.57 7.08
H -16.73 2.37 5.86
H -16.62 4.08 8.23
H -16.53 2.30 8.38
H -18.98 3.54 7.09
H -18.75 2.98 8.77
H -20.13 0.21 7.04
H -20.32 1.80 6.35
H -20.57 1.56 8.11
C -17.63 8.64 1.82
O -16.91 8.87 3.03
C -17.46 9.96 3.74
C -16.84 10.27 5.10
N -16.84 9.07 5.88
C -15.76 9.14 6.86
C -15.70 7.88 7.71
O -14.59 8.02 8.62
C -14.89 7.60 9.92
H -17.33 7.67 1.44
H -17.36 9.40 1.07
H -18.71 8.64 2.00
H -18.53 9.77 3.92
H -17.41 10.83 3.07
H -17.47 11.06 5.53
H -15.85 10.75 4.98
H -16.73 8.23 5.34
H -15.98 9.94 7.57
H -14.81 9.35 6.35
H -15.52 7.01 7.05
H -16.66 7.62 8.16
H -14.62 6.55 10.05
H -15.93 7.82 10.15
H -14.21 8.14 10.58
C -14.05 10.28 12.35
O -12.79 10.82 11.97
C -12.29 10.44 10.71
C -13.14 10.85 9.51
N -12.87 12.22 9.01
C -11.58 12.34 8.40
C -11.27 11.44 7.24
O -10.01 11.75 6.72
C -10.04 12.52 5.53
H -14.03 9.20 12.53
H -14.88 10.59 11.72
H -14.22 10.78 13.31
H -12.11 9.35 10.71
H -11.27 10.82 10.65
H -14.19 10.87 9.80
H -13.00 10.09 8.75
H -13.13 12.93 9.67
H -10.69 12.29 9.06
H -11.57 13.38 8.04
H -12.13 11.31 6.57
H -11.05 10.45 7.65
H -10.74 12.09 4.81
H -9.03 12.48 5.11
H -10.24 13.58 5.74
C -13.06 11.91 3.20
O -14.12 12.26 4.05
C -14.95 13.27 3.55
C -14.33 14.68 3.54
N -14.49 15.36 4.84
C -14.10 14.54 5.97
C -14.12 15.28 7.28
O -15.43 15.59 7.70
C -16.38 14.58 7.70
H -12.52 11.04 3.57
H -12.32 12.71 3.19
H -13.41 11.61 2.21
H -15.85 13.44 4.14
H -15.36 13.06 2.54
H -14.77 15.35 2.79
H -13.27 14.73 3.24
H -15.44 15.71 4.88
H -13.18 14.00 5.76
H -14.75 13.66 6.11
H -13.65 16.26 7.18
H -13.54 14.74 8.04
H -16.26 13.83 8.50
H -16.49 13.97 6.79
H -17.34 15.08 7.85
C -7.66 3.21 -2.38
O -7.73 4.08 -1.28
C -6.84 3.70 -0.25
C -7.05 4.60 0.96
N -8.45 4.84 1.16
C -8.91 5.67 2.23
C -8.56 7.14 2.01
O -9.57 7.66 1.13
C -9.62 9.07 1.04
H -8.45 3.48 -3.08
H -7.85 2.16 -2.11
H -6.70 3.31 -2.90
H -5.83 3.95 -0.60
H -7.01 2.67 0.07
H -6.50 5.54 0.83
H -6.57 4.17 1.85
H -9.04 4.74 0.36
H -8.57 5.33 3.20
H -10.00 5.65 2.20
H -7.59 7.30 1.53
H -8.62 7.74 2.94
H -10.65 9.37 1.18
H -9.25 9.39 0.05
H -8.95 9.55 1.76
C -10.91 5.58 5.32
C -12.12 6.44 5.61
O -12.41 7.35 4.52
O -9.67 6.26 5.51
H -10.93 5.17 4.31
H -10.90 4.65 5.93
H -11.97 7.07 6.49
H -13.00 5.81 5.76
H -11.67 7.95 4.36
H -9.43 6.23 6.46
O -15.14 6.91 4.05
H -14.18 6.99 4.23
H -15.44 7.80 3.78
O -8.97 5.66 8.16
H -8.49 4.92 7.75
H -8.29 6.20 8.59
*
```

Output
**ΔE to the lowest compared entry with this formula, charge and spin**: 109.5 kJ/mol
**SMILES**: COCCNCCOC.COCCNCCOC.COCCNCCOC.COCCNCCOC.COCCNCCOC.COCCNCCOC.OCCO.O.O
**Frontier orbital gap**: 0.28672 hartree
**Total energy**: -82718.1097 eV

Here are the Löwdin charges for atoms 1 to 6, given in e: -0.130, -0.201, -0.219, -0.228, -0.050, -0.196


# 3
Molecular formula: C38H101N5O19
Method: DFT, wB97M-V/def2-TZVPD

Structure (ORCA input):
```
! wB97M-V def2-TZVPD RIJCOSX def2/J DEFGRID3
* xyz 0 1
C -8.17 -5.20 5.30
O -7.25 -5.43 4.27
C -6.03 -5.92 4.80
C -4.96 -6.11 3.72
N -4.54 -4.85 3.13
C -3.66 -4.04 3.96
C -3.59 -2.61 3.42
O -3.09 -1.64 4.29
C -2.63 -0.52 3.58
H -8.60 -6.13 5.68
H -8.98 -4.54 4.97
H -7.81 -4.57 6.12
H -6.07 -6.89 5.31
H -5.70 -5.12 5.47
H -5.34 -6.86 3.02
H -4.05 -6.58 4.10
H -5.34 -4.33 2.78
H -2.69 -4.55 3.88
H -3.87 -4.07 5.03
H -4.58 -2.35 3.01
H -3.06 -2.69 2.46
H -1.95 -0.91 2.81
H -2.14 0.22 4.21
H -3.35 0.06 2.99
C 6.63 -1.83 2.99
O 5.45 -2.55 3.24
C 5.16 -3.48 2.19
C 4.46 -4.65 2.85
N 3.16 -4.31 3.45
C 2.03 -3.98 2.57
C 1.61 -5.22 1.82
O 2.48 -5.55 0.72
C 2.31 -6.88 0.29
H 6.73 -1.04 3.74
H 6.64 -1.27 2.05
H 7.50 -2.45 3.22
H 6.07 -3.85 1.72
H 4.49 -3.18 1.37
H 5.08 -4.82 3.74
H 4.45 -5.52 2.20
H 3.40 -3.55 4.08
H 2.20 -3.11 1.93
H 1.20 -3.77 3.24
H 0.64 -5.21 1.29
H 1.57 -6.08 2.49
H 2.90 -7.09 -0.60
H 1.25 -7.02 0.04
H 2.49 -7.58 1.11
C 2.54 5.60 3.66
O 1.26 5.61 3.06
C 0.80 4.39 2.53
C 0.01 3.56 3.55
N -1.21 4.22 3.98
C -2.43 3.47 3.54
C -2.56 3.39 2.02
O -2.56 4.68 1.48
C -2.49 4.72 0.08
H 2.49 6.23 4.55
H 3.33 6.02 3.04
H 2.76 4.59 4.02
H 1.61 3.71 2.20
H 0.24 4.63 1.63
H 0.68 3.38 4.40
H -0.14 2.59 3.06
H -1.42 5.05 3.43
H -3.29 3.94 4.02
H -2.40 2.47 3.99
H -3.50 2.84 1.89
H -1.73 2.77 1.67
H -1.45 4.65 -0.27
H -2.93 5.62 -0.34
H -3.08 3.92 -0.39
C 5.89 -1.35 -1.50
O 4.90 -0.35 -1.74
C 3.56 -0.74 -1.42
C 2.54 0.22 -2.02
N 1.53 0.76 -1.12
C 0.52 -0.26 -0.70
C -0.62 0.54 -0.09
O -1.35 1.23 -1.08
C -2.41 0.48 -1.64
H 6.03 -1.61 -0.44
H 6.77 -0.84 -1.89
H 5.65 -2.24 -2.07
H 3.57 -0.77 -0.32
H 3.27 -1.78 -1.62
H 1.99 -0.24 -2.85
H 3.07 1.03 -2.54
H 1.93 0.91 -0.20
H 0.92 -1.03 -0.03
H 0.24 -0.82 -1.60
H -0.10 1.18 0.63
H -1.31 -0.09 0.47
H -1.95 -0.32 -2.23
H -2.98 1.13 -2.30
H -3.06 0.06 -0.87
C -1.89 7.76 -4.89
O -2.80 6.87 -4.30
C -3.50 6.10 -5.26
C -4.80 5.46 -4.74
N -4.73 3.99 -4.71
C -3.84 3.45 -3.68
C -2.33 3.33 -3.95
O -2.16 2.84 -5.28
C -2.05 1.44 -5.40
H -1.32 8.29 -4.13
H -2.52 8.56 -5.31
H -1.23 7.34 -5.65
H -2.85 5.33 -5.68
H -3.73 6.73 -6.14
H -5.58 5.66 -5.48
H -5.26 5.83 -3.82
H -4.49 3.66 -5.63
H -4.16 2.40 -3.59
H -4.07 3.95 -2.73
H -1.79 2.72 -3.23
H -1.98 4.36 -4.02
H -2.81 0.87 -5.93
H -1.82 0.91 -4.46
H -1.05 1.28 -5.83
O 0.70 3.57 -2.33
H 0.78 2.64 -2.06
H 0.62 4.06 -1.51
C 4.03 0.64 2.14
C 4.51 1.45 3.33
O 5.32 2.52 2.85
O 3.04 1.34 1.41
H 3.60 -0.32 2.45
H 4.77 0.30 1.41
H 5.04 0.75 3.98
H 3.73 1.87 3.95
H 6.23 2.26 2.70
H 3.31 2.19 1.05
C 2.75 -1.39 -6.18
C 3.81 -1.75 -7.22
O 4.56 -0.56 -7.45
O 1.86 -0.35 -6.50
H 3.22 -1.22 -5.20
H 2.12 -2.26 -5.94
H 3.44 -2.33 -8.06
H 4.48 -2.45 -6.72
H 4.69 -0.36 -8.38
H 2.41 0.44 -6.59
C 5.82 -5.21 -1.10
C 6.86 -4.81 -2.13
O 8.11 -4.57 -1.48
O 4.53 -4.87 -1.60
H 5.98 -4.62 -0.19
H 5.89 -6.24 -0.77
H 6.70 -3.85 -2.61
H 6.84 -5.59 -2.90
H 8.78 -4.33 -2.12
H 3.87 -5.29 -1.03
C -6.88 2.61 -0.75
C -6.21 3.68 0.09
O -7.27 4.44 0.69
O -5.96 1.58 -1.11
H -7.20 3.11 -1.67
H -7.66 2.18 -0.12
H -5.51 4.28 -0.50
H -5.71 3.27 0.97
H -6.96 5.02 1.38
H -5.88 1.53 -2.06
*
```

Output
**ΔE to the lowest compared entry with this formula, charge and spin**: 334.9 kJ/mol
**SMILES**: COCCNCCOC.COCCNCCOC.COCCNCCOC.COCCNCCOC.COCCNCCOC.OCCO.OCCO.OCCO.OCCO.O
**Frontier orbital gap**: 0.32326 hartree
**Total energy**: -87384.6370 eV

Here are the Löwdin charges for atoms 1 to 6, given in e: -0.135, -0.174, -0.231, -0.203, -0.078, -0.207